1.
The following is a DFT calculation (ωB97M-V/def2-TZVPD) of a cluster of 2 separate species, C5H11NO4 in total.

Calculated total energy: -15043.3894 eV
SMILES string: CC(=O)C(N)=O.OCCO
HOMO-LUMO gap: 9.875 eV
Highest occupied orbital energy: -9.88 eV

Structure (XYZ):
```
21
Properties=species:S:1:pos:R:3:nbo_charge:R:1
C -1.15 1.17 1.36 -0.095
C 0.15 0.47 1.85 -0.094
O -2.15 0.24 1.02 -0.727
O 0.02 -0.92 1.95 -0.743
H -2.10 -0.49 1.66 0.481
H -0.19 -1.30 1.08 0.497
H -0.95 1.76 0.46 0.171
H -1.52 1.85 2.14 0.159
H 0.99 0.74 1.18 0.150
H 0.41 0.82 2.86 0.185
C 2.20 -0.81 -0.99 -0.728
C -0.32 -0.64 -1.37 0.575
C 1.06 0.05 -1.42 0.513
N -1.25 0.00 -2.09 -0.777
O -0.50 -1.65 -0.72 -0.627
O 1.14 1.20 -1.80 -0.521
H -1.01 0.90 -2.48 0.418
H -2.21 -0.28 -2.01 0.417
H 3.10 -0.23 -0.88 0.237
H 1.95 -1.31 -0.06 0.260
H 2.34 -1.58 -1.73 0.249
```

2.
The following is a DFT calculation (ωB97M-V/def2-TZVPD) of a cluster of 10 separate species, C15H44BF4O19S4 in total.

Calculated total energy: -110066.0218 eV
HOMO-LUMO gap: 10.210 eV
Net charge: -1
Highest occupied orbital energy: -8.31 eV

Structure (XYZ):
```
87
Properties=species:S:1:pos:R:3:lowdin_charge:R:1
B -1.36 0.82 1.74 -1.199
F -0.62 1.93 1.39 0.146
F -2.69 1.10 2.22 0.057
F -1.67 0.12 0.51 0.046
F -0.70 0.06 2.69 0.160
O -6.82 0.39 -3.51 -0.284
S -5.52 0.99 -3.35 0.641
O -5.29 2.04 -2.38 -0.296
O -4.44 -0.21 -3.11 -0.243
C -3.08 0.24 -2.93 -0.302
C -2.11 -0.48 -3.83 -0.054
C -5.08 1.56 -5.00 -0.101
H -2.84 0.14 -1.87 0.106
H -3.00 1.33 -2.92 0.102
H -1.11 -0.12 -3.58 0.072
H -2.23 -0.19 -4.88 0.069
H -2.17 -1.56 -3.81 0.088
H -4.78 2.60 -4.88 0.066
H -5.98 1.55 -5.61 0.065
H -4.27 0.93 -5.34 0.053
O 5.18 -6.03 2.86 -0.302
S 3.75 -5.82 2.72 0.658
O 2.74 -6.51 3.48 -0.296
O 3.52 -4.19 2.98 -0.243
C 2.25 -3.67 2.63 -0.292
C 2.12 -2.11 2.58 -0.035
C 3.35 -6.08 0.95 -0.111
H 1.50 -4.12 3.27 0.117
H 1.92 -4.01 1.64 0.076
H 2.12 -1.81 3.63 0.075
H 1.13 -1.75 2.29 0.070
H 2.99 -1.76 2.03 0.061
H 4.12 -5.59 0.35 0.064
H 2.33 -5.81 0.72 0.056
H 3.46 -7.15 0.77 0.068
O 1.23 -2.62 -2.96 -0.274
S 2.12 -2.41 -1.85 0.644
O 2.28 -3.34 -0.75 -0.304
O 3.62 -2.05 -2.41 -0.273
C 4.68 -1.99 -1.44 -0.253
C 5.71 -1.10 -2.12 -0.062
C 1.67 -0.83 -1.08 -0.091
H 5.05 -2.99 -1.23 0.118
H 4.32 -1.55 -0.51 0.100
H 6.71 -1.03 -1.68 0.079
H 5.39 -0.06 -2.23 0.075
H 5.86 -1.46 -3.14 0.078
H 2.35 -0.70 -0.24 0.033
H 0.62 -0.86 -0.79 0.069
H 1.84 -0.10 -1.87 0.062
O 3.64 0.76 1.34 -0.301
S 3.80 2.06 1.95 0.649
O 5.07 2.62 2.29 -0.268
O 2.98 3.18 1.03 -0.248
C 2.07 2.71 0.08 -0.313
C 2.60 2.95 -1.33 -0.062
C 2.74 2.15 3.39 -0.092
H 1.11 3.24 0.11 0.108
H 1.79 1.68 0.26 0.090
H 2.56 3.99 -1.67 0.076
H 2.19 2.26 -2.07 0.063
H 3.70 2.85 -1.33 0.075
H 1.75 2.49 3.09 0.067
H 3.11 2.82 4.16 0.070
H 2.68 1.14 3.77 0.065
O -1.91 -2.46 0.75 -0.070
H -1.79 -2.29 1.69 0.047
H -1.84 -1.58 0.33 0.018
O -0.67 1.70 -1.61 -0.039
H -0.68 2.66 -1.65 0.048
H -1.11 1.49 -0.77 0.008
O -4.50 -1.49 1.24 -0.067
H -4.04 -0.65 1.31 -0.002
H -3.87 -2.08 0.78 0.007
O -4.05 0.78 4.53 -0.070
H -3.60 0.91 3.68 -0.003
H -4.07 1.66 4.93 0.022
C -4.37 3.33 0.48 -0.108
C -3.01 3.78 1.03 -0.079
O -3.34 5.16 1.35 0.065
C -4.67 5.29 1.46 -0.611
O -5.20 6.31 1.83 0.130
O -5.29 4.18 1.13 0.094
H -4.57 2.28 0.70 0.134
H -4.40 3.44 -0.61 0.109
H -2.24 3.69 0.27 0.118
H -2.74 3.25 1.94 0.113
```

3.
The following is a DFT calculation (ωB97M-V/def2-TZVPD) of a structure of composition C16H34O3P2SW.

Calculated total energy: -54495.2516 eV
2S+1: 3
HOMO-LUMO gap (alpha / beta): 4.070 / 3.828 eV
Net charge: +2
⟨S²⟩: 2.0305
Highest occupied orbital energy (alpha / beta): -12.42 / -12.46 eV

Structure (XYZ):
```
57
Properties=species:S:1:pos:R:3:nbo_charge:R:1
P -0.60 -0.68 -3.66 1.061
P 0.61 -2.30 -0.62 1.468
C -0.03 -2.43 -3.48 -0.733
C -0.24 -3.01 -2.07 -0.733
H 1.02 -2.50 -3.81 0.248
H -0.63 -2.99 -4.23 0.277
H -1.31 -2.99 -1.82 0.266
H 0.03 -4.08 -2.10 0.294
C 2.39 -2.48 -0.88 -0.965
H 2.98 -2.00 -0.09 0.280
H 2.68 -2.06 -1.85 0.249
H 2.65 -3.55 -0.89 0.303
C 0.40 -3.73 0.54 -0.938
H 0.90 -4.61 0.12 0.257
H -0.66 -3.99 0.74 0.265
H 0.86 -3.50 1.51 0.263
C -1.12 -0.64 -5.44 -0.947
H -1.71 0.27 -5.60 0.267
H -1.70 -1.55 -5.63 0.250
H -0.21 -0.61 -6.05 0.258
C -2.25 -0.65 -2.83 -0.940
H -2.18 -0.81 -1.74 0.225
H -2.85 -1.45 -3.29 0.264
H -2.74 0.32 -3.00 0.275
W 0.72 0.88 -2.96 0.687
C 0.56 0.87 3.02 0.103
C 1.19 1.51 2.02 0.017
C 1.88 0.83 0.88 -0.470
C 0.77 0.25 -0.07 -0.369
C 0.11 -1.03 0.62 -0.416
C -1.10 -1.05 1.28 0.040
C -1.48 -0.62 2.68 -0.465
C -0.91 0.74 3.20 -0.488
C -0.66 2.40 -2.55 -0.927
H 1.18 0.25 3.67 0.251
H 1.27 2.59 2.00 0.350
H 2.58 0.04 1.19 0.245
H 2.49 1.59 0.34 0.251
H -0.02 0.97 -0.18 0.254
H 1.29 0.10 -1.12 0.133
H 0.14 1.61 -4.30 -0.016
H -1.95 -1.55 0.77 0.229
H -1.21 -1.41 3.41 0.283
H -2.57 -0.54 2.73 0.273
H -1.48 1.57 2.73 0.291
H -1.10 0.84 4.26 0.296
H -0.14 2.82 -1.67 0.223
H -1.67 2.15 -2.22 0.258
H -0.72 3.20 -3.29 0.297
C 0.66 3.83 5.82 -0.886
S 0.47 4.41 4.13 2.375
O -0.76 3.75 3.66 -1.049
O 0.36 5.87 4.23 -0.947
O 1.70 3.96 3.46 -1.025
H -0.24 4.09 6.38 0.246
H 1.53 4.32 6.26 0.250
H 0.80 2.75 5.81 0.190
```